Entry 1:
The following is a quantum chemistry calculation of a structure of composition C37H38AuCl4N3O2P2, from the Open Molecules 2025 dataset.

Geometry as XYZ:
```
87
Properties=species:S:1:pos:R:3:lowdin_spin:R:1
Au 0.12890 0.16080 0.09725 0.389
C -2.52497 1.60155 -2.00338 0.022
P -2.09391 0.34796 -0.77007 0.139
C -2.39396 -1.24674 -1.62962 0.011
N -3.47702 -1.36829 -2.35376 0.005
C -3.75263 -2.59075 -2.87500 0.001
C -4.91145 -2.76848 -3.66694 0.000
C -5.21458 -4.00751 -4.14824 0.000
C -4.38288 -5.11883 -3.86335 0.000
C -3.25687 -4.97146 -3.10900 0.000
C -2.91548 -3.69424 -2.60515 0.000
N -1.77205 -3.53926 -1.89111 0.000
C -1.49200 -2.34421 -1.43855 -0.001
P 0.14356 -2.08602 -0.62576 0.047
C 0.22160 -3.42201 0.59280 0.008
C 1.37880 -2.45604 -1.95835 0.016
C 1.01867 -1.58051 -3.16133 0.001
C 1.41665 -3.93079 -2.35600 0.005
C 2.74457 -2.03478 -1.40125 0.005
C -3.37331 0.39606 0.57138 0.022
C -3.06403 1.63219 1.42401 0.002
C -3.19757 -0.86852 1.41832 0.000
C -4.79672 0.47792 0.02155 0.010
H -3.51710 1.42958 -2.41883 0.006
H -1.78100 1.56671 -2.79942 0.000
H -2.47334 2.58237 -1.52932 0.000
H -5.53423 -1.90566 -3.86174 0.000
H -6.10092 -4.15128 -4.75174 0.000
H -4.64845 -6.09220 -4.25387 0.000
H -2.60167 -5.80208 -2.88289 0.000
H -0.08771 -4.36676 0.14747 0.002
H -0.42229 -3.15717 1.43157 0.000
H 1.24265 -3.49877 0.96872 0.001
H 0.09326 -1.91166 -3.63874 0.000
H 1.81804 -1.64301 -3.90360 0.000
H 0.91699 -0.52930 -2.87832 0.001
H 0.45187 -4.28420 -2.71560 0.000
H 1.72587 -4.56107 -1.52053 0.000
H 2.15194 -4.05950 -3.15462 0.001
H 2.76981 -0.97635 -1.14330 0.003
H 3.50956 -2.23324 -2.15629 0.000
H 3.01089 -2.59818 -0.50415 0.000
H -2.04494 1.61520 1.81315 0.000
H -3.76354 1.65999 2.26289 0.000
H -3.19152 2.55606 0.85412 0.000
H -2.19135 -0.94439 1.83570 0.000
H -3.41997 -1.77409 0.84677 0.000
H -3.90043 -0.83016 2.25395 0.000
H -4.95614 1.38911 -0.55703 0.000
H -5.49335 0.49725 0.86373 0.002
H -5.04532 -0.37669 -0.60686 0.000
Cl 2.77342 -2.64571 6.37987 0.021
C 2.59275 -1.88313 4.84866 0.080
C 3.75159 -1.37374 4.18415 0.094
Cl 5.28757 -1.53113 4.93971 0.027
C 3.63960 -0.77032 2.96062 0.038
Cl 5.01838 -0.16086 2.12669 0.003
C 2.37384 -0.61897 2.30782 0.133
O 2.27621 -0.08032 1.17777 0.306
C 1.17071 -1.13998 2.99141 0.117
O 0.04946 -1.03217 2.45842 0.229
C 1.35946 -1.77275 4.27053 0.044
Cl -0.05411 -2.39425 5.03196 0.006
N 0.21302 2.19081 0.61129 0.145
C 0.70070 3.01481 -0.21424 0.024
C 0.62837 4.48809 0.07526 0.010
C -0.28918 4.95135 1.01759 0.002
C -0.37279 6.30025 1.31481 0.000
C 0.46414 7.20938 0.67762 0.001
C 1.38372 6.75783 -0.25559 0.001
C 1.46319 5.40451 -0.55827 0.002
C 1.37467 2.61636 -1.49944 0.008
C 2.52205 1.82569 -1.46011 0.005
C 3.14371 1.43900 -2.63990 0.002
C 2.61606 1.81727 -3.86678 0.001
C 1.47155 2.60284 -3.91155 0.001
C 0.86623 3.01582 -2.73258 0.001
H -0.92090 4.22631 1.51434 0.001
H -1.09034 6.64754 2.04759 0.000
H 0.39961 8.26444 0.91116 0.000
H 2.04453 7.45859 -0.74986 0.000
H 2.18838 5.06055 -1.28487 0.000
H 2.92479 1.52306 -0.50061 0.001
H 4.04442 0.83861 -2.59830 0.000
H 3.09893 1.50915 -4.78554 0.000
H 1.06043 2.90866 -4.86564 0.000
H -0.00417 3.66170 -2.76581 0.000
```

Calculated values
**Frontier orbital gap (spin up / spin down)**: 5.262 / 6.519 eV
**Net charge**: 0
**ΔE to the lowest compared entry with this formula, charge and spin**: 0.0 kcal per mole
**<S²>**: 2.02
**2S+1**: 3



Entry 2:
The following is a quantum chemistry calculation of a structure of composition C34H49BMgN7O, from the Open Molecules 2025 dataset.

Geometry as XYZ:
```
93
Properties=species:S:1:pos:R:3:mulliken_charge:R:1
Mg -0.24745 -0.24762 -0.11859 1.034
C -1.90294 3.16353 0.75028 -1.067
C -1.70856 2.72202 -0.73491 0.605
C -2.11714 3.48208 -1.84884 -1.473
C -1.76511 2.73322 -2.95552 0.801
C -2.02666 3.00806 -4.38759 -1.633
N -1.16303 1.57729 -2.49504 -0.009
N -1.15353 1.55401 -1.12260 -0.013
B -0.83430 0.28929 -3.33522 -0.573
N -2.02911 -0.73401 -3.28969 1.996
N -3.25445 -0.26280 -3.73046 -1.112
C -3.97908 -1.30628 -3.95005 0.766
C -5.39005 -1.31902 -4.50511 -1.602
C -3.21280 -2.51747 -3.72033 -1.123
C -2.00441 -2.10598 -3.35814 0.199
C -0.86467 -3.04862 -3.09047 -1.161
N 0.54063 -0.38203 -2.97587 0.309
N 1.02890 -0.59922 -1.70822 0.968
C 2.13152 -1.33316 -1.85050 0.421
C 2.89463 -1.85029 -0.70277 -0.978
C 2.43993 -1.50558 -3.24846 -1.684
C 1.36089 -0.92481 -3.87593 0.784
C 1.16273 -0.74172 -5.33345 -1.545
H -1.79713 4.21580 0.81488 0.485
H -1.14043 2.80101 1.38913 0.120
H -2.84535 2.80449 1.12962 0.238
H -2.62023 4.46992 -1.74560 0.356
H -2.50378 3.96033 -4.52833 0.360
H -2.59566 2.19167 -4.80812 0.284
H -1.06307 2.89096 -4.85622 0.280
H -0.70270 0.73501 -4.47026 -0.349
H -5.71484 -2.22874 -4.92271 0.389
H -5.57383 -0.44217 -5.06639 0.367
H -5.91815 -1.21878 -3.59429 0.319
H -3.65192 -3.45126 -3.89059 0.501
H -0.22532 -2.67315 -2.27879 -0.111
H -0.14514 -3.18563 -3.91513 0.240
H -1.22943 -3.99608 -2.98449 0.599
H 2.18263 -2.21411 0.07747 0.043
H 3.48244 -1.02034 -0.16588 -0.109
H 3.52682 -2.68013 -1.00323 0.521
H 3.16981 -2.09553 -3.74970 0.448
H 0.19068 -1.21052 -5.62741 0.244
H 1.98074 -1.28203 -5.86360 0.344
H 1.05203 0.29241 -5.56214 0.277
C 5.40129 0.42579 2.98447 -1.655
C 4.44306 0.87803 1.99854 0.863
C 4.67723 1.60349 0.84350 -0.764
C 3.68103 1.97257 -0.06801 0.792
C 3.90312 2.64069 -1.42216 -1.620
C 2.39308 1.64606 0.25026 -0.375
C 2.04197 0.85180 1.39682 0.172
C 3.15143 0.41159 2.21684 -0.179
N 0.73633 0.52690 1.59726 0.336
C 0.25832 0.02093 2.88376 1.568
C 0.76075 0.94268 4.02977 -1.096
C 0.12511 0.44617 5.36466 0.460
C -1.34553 0.83070 5.25368 -1.794
C -1.93317 0.03471 4.13596 0.498
C -1.73063 -1.49147 4.40441 -1.362
C -0.27107 -1.82787 4.42651 0.573
C 0.29580 -1.06047 5.55786 -1.519
C 0.48917 -1.45860 3.15016 -1.676
C -1.22409 0.37430 2.78750 -1.170
H 5.94323 1.19944 3.62776 0.255
H 6.20497 -0.15720 2.52422 0.304
H 4.90998 -0.24594 3.72690 0.334
H 5.70320 1.96034 0.62938 0.249
H 4.78007 3.20570 -1.52390 0.494
H 2.99493 3.23519 -1.66174 0.330
H 3.91847 1.80039 -2.11369 0.206
H 1.63728 1.91795 -0.43447 0.264
H 3.06087 -0.37698 2.92783 -0.012
H 0.54408 2.02392 3.75826 0.159
H 1.83725 0.94509 4.16883 0.684
H 0.48304 0.95709 6.26906 0.261
H -1.26425 1.89339 5.11382 0.530
H -1.84318 0.55719 6.16650 0.534
H -2.99853 0.18383 4.02107 0.407
H -2.23552 -2.09106 3.56059 0.160
H -2.16322 -1.62553 5.41081 0.677
H -0.09926 -2.88560 4.70254 0.330
H 1.37955 -1.24546 5.71783 0.386
H -0.25114 -1.37247 6.48406 0.567
H 0.12625 -2.00972 2.31429 0.393
H 1.55736 -1.76478 3.25139 0.326
H -1.30678 1.46488 2.63757 -0.405
H -1.68114 -0.18253 1.99749 0.268
C -2.61471 -2.30395 0.46916 -1.042
O -1.54701 -1.59174 -0.03367 -0.053
H -2.78732 -2.09308 1.55138 0.024
H -2.41505 -3.33662 0.36892 0.352
H -3.49072 -2.14380 -0.21466 0.208
```

Calculated values
**Frontier orbital gap**: 6.559 eV
**Net charge**: -1
**ΔE to the lowest compared entry with this formula, charge and spin**: 23.2 kcal per mole



Entry 3:
The following is a quantum chemistry calculation of a cluster of 3 separate species, C3H9NO3 in total, from the Open Molecules 2025 dataset.

Geometry as XYZ:
```
16
Properties=species:S:1:pos:R:3:nbo_charge:R:1
O 0.18121 2.05568 -0.67901 -0.467
C -0.13268 1.61214 -1.81445 0.275
C -0.72804 0.30650 -1.95290 0.084
C 1.02572 -1.58142 1.53681 -0.278
O -0.28182 -1.18900 1.08577 -0.769
N -0.94947 -0.63932 -0.97695 -0.565
H -0.03630 2.36112 -2.60923 0.177
H -0.72174 0.00683 -3.00813 0.190
H 0.99202 -2.68381 1.72289 0.167
H 1.38503 -0.99898 2.43346 0.189
H 1.81170 -1.37040 0.79848 0.154
H -0.44763 -0.41944 -0.12090 0.452
H -1.90725 -0.97537 -1.06948 0.439
H -0.07734 0.39979 1.52258 0.470
H 0.00115 1.84014 1.17595 0.464
O -0.11456 1.27553 1.95511 -0.984
```

Calculated values
**Frontier orbital gap**: 5.191 eV
**Net charge**: 0
**ΔE to the lowest compared entry with this formula, charge and spin**: 153.8 kcal per mole